DFT (the ωB97M-V functional and the def2-TZVPD basis) results for a structure of composition C20H33Cl3O12P2Rh at a distorted geometry.

Each line ends with the Löwdin spin population.
Element x y z (Å)
Rh1 0.151 2.214 -0.088  2.526
Cl1 0.782 4.691 -1.382  0.003
Cl2 -0.063 6.097 6.261  0.093
Cl3 -3.455 4.541 2.426  0.074
P1 -0.592 -1.102 0.803  0.007
P2 1.164 -0.627 -1.483  0.008
O1 2.356 -1.155 -2.361  0.003
O2 2.099 5.095 -1.585  0.010
O3 1.539 0.736 -1.059  0.051
O4 -0.768 -1.925 2.143  0.004
O5 -0.158 5.603 -1.866  0.012
O6 -0.485 0.361 0.990  0.055
O7 -0.191 -0.741 -2.305  -0.001
O8 0.551 4.476 0.043  0.079
O9 1.629 2.303 1.556  0.095
O10 -1.911 -1.410 0.035  0.001
O11 0.548 3.386 -1.984  0.072
O12 -1.236 3.018 1.480  0.287
C1 0.646 4.529 4.202  0.050
C2 1.020 -3.285 3.052  0.000
C3 -1.663 5.241 4.271  -0.039
C4 -0.379 5.233 4.828  0.194
C5 2.945 -2.246 -4.398  0.000
C6 -0.542 0.328 -3.226  0.001
C7 -1.915 4.519 3.132  0.173
C8 1.574 3.107 2.472  0.023
C9 2.433 -2.455 -2.981  0.001
C10 -3.708 -2.816 0.799  0.000
C11 -2.501 -2.721 -0.119  0.000
C12 -1.006 -0.323 -4.522  0.001
C13 0.433 3.778 3.049  0.103
C14 3.375 -3.326 -2.162  0.000
C15 -1.627 1.180 -2.588  0.026
C16 -2.866 -2.877 -1.587  0.000
C17 0.950 -0.789 3.476  0.000
C18 -0.897 3.703 2.461  0.078
C19 0.819 -1.810 -0.141  0.000
C20 0.141 -2.055 3.250  0.000
H1 -0.523 -2.229 4.106  0.000
H2 0.569 -2.792 -0.538  0.000
H3 -1.918 -0.891 -4.351  0.000
H4 -1.763 -3.479 0.170  0.000
H5 -1.201 0.442 -5.266  0.000
H6 1.529 -3.522 3.983  0.000
H7 -3.632 -2.154 -1.852  0.000
H8 2.984 -3.493 -1.162  0.000
H9 0.350 0.944 -3.399  0.000
H10 -3.396 -2.689 1.832  0.000
H11 1.770 -3.117 2.283  0.000
H12 -1.832 2.040 -3.219  0.000
H13 -3.246 -3.878 -1.770  0.000
H14 1.593 -0.587 2.620  0.000
H15 -1.991 -2.701 -2.208  0.000
H16 1.711 -1.878 0.478  0.000
H17 -2.533 0.596 -2.452  0.001
H18 -4.184 -3.785 0.685  0.000
H19 3.515 -4.287 -2.648  0.000
H20 1.564 -0.901 4.366  0.000
H21 0.284 0.060 3.607  0.000
H22 3.035 -3.202 -4.907  0.000
H23 -4.423 -2.036 0.553  0.000
H24 -0.245 -0.997 -4.906  0.000
H25 -2.450 5.817 4.736  -0.004
H26 3.920 -1.766 -4.366  0.000
H27 1.636 4.564 4.633  -0.001
H28 -1.283 1.548 -1.590  0.009
H29 2.528 3.365 2.967  0.003
H30 4.339 -2.830 -2.081  0.000
H31 0.404 -4.134 2.769  0.000
H32 2.265 -1.609 -4.957  0.000
H33 1.428 -2.895 -3.009  0.000

Its calculated total energy is -104988.9770 eV. The charge is +1. For the molecular weight, the calculation gives 736.7 g mol⁻¹. For the LUMO energy (alpha / beta), the calculation gives -3.54 / -5.98 eV. The spin multiplicity is 5. The orbital gap (alpha / beta) comes out at 8.3562 / 6.3636 eV. As for the expectation value of S²: 6.042.